C38H32F10N6OSeTi | ωB97M-V/def2-TZVPD

Cartesian coordinates (Å):
Ti  -0.863  -0.103  -0.142
O  -1.180  -1.140  3.760
C  -0.772  -0.908  2.608
N  -1.316  -0.044  1.727
C  -2.604  0.497  2.069
C  -3.542  0.021  0.991
C  -4.917  0.071  1.104
C  -5.718  -0.391  0.068
C  -5.072  -0.884  -1.058
C  -3.697  -0.904  -1.106
N  -2.902  -0.472  -0.103
C  0.345  -1.639  2.001
C  1.187  -2.437  2.763
C  2.161  -3.197  2.152
C  2.238  -3.136  0.742
C  1.380  -2.323  0.050
N  0.425  -1.555  0.626
H  -2.900  0.124  3.056
H  -2.580  1.594  2.108
H  -5.353  0.483  2.005
H  -6.797  -0.360  0.134
H  -5.631  -1.227  -1.919
H  -3.191  -1.235  -2.001
H  1.036  -2.433  3.834
H  2.832  -3.828  2.720
H  2.954  -3.744  0.203
H  1.423  -2.313  -1.028
C  2.542  -0.387  -2.441
N  2.179  0.424  -1.286
C  3.427  0.475  -0.464
C  3.810  1.573  0.550
N  2.894  1.816  1.628
C  3.256  2.686  2.547
C  2.269  3.150  3.487
F  1.001  2.791  3.252
C  2.527  3.973  4.547
F  1.538  4.338  5.386
C  3.811  4.468  4.758
F  4.096  5.250  5.836
C  4.780  4.160  3.824
F  6.012  4.705  3.964
C  4.524  3.321  2.761
F  5.552  3.129  1.880
C  1.632  1.687  -1.780
C  0.728  2.396  -0.790
N  -0.637  1.818  -0.820
C  -1.617  2.629  -0.371
C  -1.538  3.790  0.454
F  -0.358  4.300  0.846
C  -2.663  4.456  0.898
F  -2.525  5.520  1.704
C  -3.936  4.072  0.519
F  -5.025  4.712  0.996
C  -4.062  3.050  -0.409
F  -5.277  2.749  -0.898
C  -2.938  2.405  -0.856
F  -3.037  1.548  -1.890
H  3.084  -1.279  -2.122
H  1.646  -0.701  -2.971
H  3.193  0.173  -3.139
H  3.450  -0.476  0.076
H  4.273  0.480  -1.176
H  4.783  1.237  0.942
H  3.999  2.508  -0.006
H  2.446  2.359  -2.106
H  1.020  1.455  -2.659
H  1.168  2.301  0.203
H  0.676  3.452  -1.076
C  -2.895  -4.351  -7.548
C  -2.512  -3.642  -6.276
C  -2.789  -4.181  -5.029
C  -2.354  -3.580  -3.850
C  -2.665  -4.228  -2.531
C  -1.605  -2.396  -3.920
Se  -0.699  -1.722  -2.351
C  -1.384  -1.797  -5.172
C  -0.643  -0.494  -5.272
C  -1.833  -2.430  -6.323
H  -3.503  -5.232  -7.343
H  -2.001  -4.678  -8.086
H  -3.453  -3.695  -8.219
H  -3.342  -5.114  -4.965
H  -3.289  -5.113  -2.669
H  -3.180  -3.532  -1.868
H  -1.739  -4.518  -2.031
H  -1.011  0.198  -4.514
H  -0.754  -0.050  -6.263
H  0.420  -0.653  -5.076
H  -1.637  -1.977  -7.291

Summary:
Relative energy (zero: lowest compared OMol25 entry of this formula, charge and spin) (eV): 1.947
Gap between HOMO and LUMO (spin up / spin down) (Ha): 0.1383 / 0.1871
Expectation value of S²: 2.0235
Multiplicity: 3
HOMO level (spin up / spin down) (Eh): 0.004 / -0.045
Charge: -2